{
  "formula": "C25H56F3MnN7O11S",
  "method": "wB97M-V/def2-TZVPD",
  "elements": ["Mn", "C", "F", "F", "F", "S", "O", "O", "O", "C", "C", "C", "O", "H", "H", "H", "H", "H", "H", "H", "C", "O", "N", "C", "C", "H", "H", "H", "H", "H", "H", "H", "C", "O", "N", "C", "C", "H", "H", "H", "H", "H", "H", "H", "C", "O", "N", "C", "C", "H", "H", "H", "H", "H", "H", "H", "C", "O", "N", "C", "C", "H", "H", "H", "H", "H", "H", "H", "C", "O", "N", "C", "C", "H", "H", "H", "H", "H", "H", "H", "C", "O", "N", "C", "C", "H", "H", "H", "H", "H", "H", "H", "C", "O", "N", "C", "C", "H", "H", "H", "H", "H", "H", "H"],
  "xyz": [[3.125, 1.130, -1.045], [-0.859, 0.465, 1.157], [-1.915, -0.336, 1.086], [-1.159, 1.636, 1.827], [0.273, -0.089, 1.752], [-0.301, 0.781, -0.701], [1.162, 1.193, -0.635], [-0.345, -0.564, -1.368], [-1.116, 1.842, -1.367], [3.744, 3.495, 2.172], [3.854, 1.907, 2.106], [2.899, 1.267, 3.079], [3.990, 1.369, 0.811], [4.013, 3.764, 3.193], [2.807, 4.017, 1.976], [4.495, 4.047, 1.607], [4.777, 1.621, 2.610], [3.168, 0.228, 3.266], [1.834, 1.267, 2.845], [2.948, 1.616, 4.111], [-0.261, -3.972, 2.610], [0.080, -3.459, 1.547], [0.383, -3.666, 3.839], [0.020, -4.415, 4.958], [1.620, -2.766, 3.839], [-1.097, -4.679, 2.722], [-0.925, -4.916, 4.749], [-0.078, -3.723, 5.795], [0.803, -5.115, 5.249], [2.515, -3.388, 3.837], [1.667, -2.130, 2.955], [1.833, -2.148, 4.711], [-4.873, -0.775, 1.484], [-5.883, -0.147, 1.132], [-4.917, -1.997, 1.974], [-3.816, -2.679, 2.743], [-6.106, -2.847, 1.822], [-3.891, -0.322, 1.693], [-4.046, -2.853, 3.794], [-2.967, -1.997, 2.695], [-3.496, -3.637, 2.334], [-6.546, -2.861, 0.825], [-5.742, -3.874, 1.849], [-6.740, -2.705, 2.697], [1.306, 0.783, -4.128], [2.305, 0.874, -3.365], [1.221, 1.214, -5.433], [0.046, 0.882, -6.322], [2.596, 1.485, -6.042], [0.310, 0.354, -3.937], [-0.088, 1.737, -6.985], [-0.817, 0.750, -5.668], [0.267, -0.099, -6.742], [2.449, 2.444, -6.538], [3.381, 1.710, -5.321], [2.835, 0.688, -6.746], [-1.988, 5.003, -2.591], [-3.154, 5.577, -2.375], [-1.506, 4.583, -3.810], [-0.127, 4.018, -3.698], [-2.046, 4.942, -5.154], [-1.382, 4.613, -1.759], [0.167, 3.767, -2.679], [0.642, 4.780, -3.821], [0.168, 3.136, -4.266], [-1.574, 5.763, -5.695], [-1.784, 4.143, -5.848], [-3.134, 5.002, -5.175], [0.295, 4.470, 1.906], [0.578, 5.039, 0.859], [-0.403, 4.953, 2.928], [-0.900, 4.105, 4.023], [-0.977, 6.275, 3.030], [0.604, 3.445, 2.162], [-1.868, 3.632, 3.858], [-1.168, 4.715, 4.886], [-0.259, 3.335, 4.452], [-2.039, 6.240, 2.788], [-0.808, 6.806, 3.966], [-0.585, 6.852, 2.192], [2.788, -2.221, -0.547], [2.817, -1.064, -1.156], [3.812, -2.724, 0.111], [3.896, -4.180, 0.504], [5.218, -2.264, 0.173], [2.023, -2.995, -0.711], [2.927, -4.671, 0.597], [4.468, -4.304, 1.423], [4.324, -4.814, -0.272], [5.890, -2.864, -0.440], [5.304, -1.244, -0.200], [5.505, -2.526, 1.192], [-3.026, -3.053, -1.366], [-4.167, -2.690, -1.814], [-2.284, -4.086, -1.809], [-0.849, -4.536, -1.575], [-2.941, -5.040, -2.769], [-2.427, -2.411, -0.703], [-0.798, -5.600, -1.340], [-0.345, -3.936, -0.818], [-0.259, -4.273, -2.453], [-4.025, -4.931, -2.798], [-2.660, -5.081, -3.822], [-2.683, -6.097, -2.697]],
  "atomic_forces_ev_per_a": [[-0.5, -0.9, 1.7], [2.0, 1.5, -1.1], [1.1, 0.3, 0.8], [0.2, -2.1, -0.9], [-2.6, 0.4, -0.5], [1.0, -0.3, -3.9], [-2.5, 0.3, 1.1], [-0.6, 2.4, 2.0], [1.3, -2.2, 2.3], [0.7, -0.6, 0.6], [0.8, 1.5, -0.5], [-1.4, -1.1, 0.5], [-1.2, -0.1, -1.2], [-0.2, 0.0, 0.3], [-0.3, -0.7, -0.3], [0.2, -0.5, -0.5], [0.8, 0.6, 0.0], [0.0, -0.4, -0.6], [0.0, 0.2, -0.4], [0.4, 0.9, -0.1], [2.3, 2.0, 0.7], [-0.6, -0.9, 0.9], [0.4, 1.5, -3.6], [0.2, 0.0, 1.6], [-0.3, -1.3, -0.3], [0.1, 0.0, 0.0], [0.1, -0.1, 0.3], [-0.4, -0.2, 0.3], [-0.1, -0.4, 0.0], [0.0, -0.4, -0.3], [-0.4, -0.2, 0.0], [-1.2, 0.0, 0.3], [-1.5, 2.5, 1.0], [1.7, -0.9, -0.3], [0.4, -4.0, 0.8], [-0.1, 1.6, -1.0], [1.0, -0.6, 0.2], [-0.3, 0.3, -0.6], [-0.4, 0.2, 0.0], [0.2, -0.1, 0.2], [-0.3, 0.0, -0.4], [-0.4, 1.1, 0.3], [0.1, -0.2, 0.4], [-0.6, 0.1, -0.5], [0.0, 0.4, -0.7], [-1.6, 0.1, -1.4], [2.8, -0.7, 1.3], [1.6, 0.0, 1.8], [-2.1, 1.1, -0.4], [0.3, -0.1, 1.4], [-0.1, -0.5, -0.3], [-0.1, 0.2, -0.1], [-0.2, 0.3, -0.8], [0.3, -0.1, -0.7], [-0.4, -0.7, 0.3], [0.2, 0.1, 0.1], [-5.6, 1.2, 0.0], [5.4, -2.2, -1.3], [1.1, 0.1, 0.4], [0.6, 0.8, 0.4], [0.4, -1.1, 0.3], [-0.1, 0.4, -0.1], [-1.0, -0.4, 0.3], [0.0, 0.4, -1.0], [-0.8, 0.2, -0.5], [0.0, 0.7, 0.8], [-0.1, -0.6, 0.3], [0.2, 0.3, 0.4], [0.5, -0.3, -1.0], [-0.1, -0.2, 0.7], [-1.2, 0.1, 2.8], [-0.4, -0.2, 0.7], [-0.1, 0.6, -2.0], [0.2, -0.1, -0.4], [0.0, -0.2, -0.9], [0.5, 0.5, -0.1], [0.5, 0.1, -0.7], [-0.3, -0.1, 0.4], [0.2, -0.4, 0.0], [0.3, 0.2, 0.2], [1.0, 3.1, -2.8], [-0.1, -3.6, 2.1], [2.0, -2.6, 0.6], [-1.4, 0.1, -0.6], [-0.8, 0.5, -0.2], [-0.5, 0.9, 0.2], [-0.4, 0.6, 0.5], [-0.2, 0.2, -0.1], [0.7, 0.5, -0.2], [-0.4, -0.4, -0.4], [0.0, 0.1, 0.9], [0.4, 1.1, 0.1], [-1.7, 2.2, -1.5], [3.4, -1.8, 1.7], [0.2, -3.5, -2.0], [-0.9, 2.1, 0.2], [-0.4, -0.2, -0.4], [-0.3, -0.1, 0.3], [-0.2, 0.2, -0.1], [-0.5, -0.1, 0.5], [-0.2, -0.5, -0.4], [0.2, 0.1, 0.4], [0.5, 1.8, -0.4], [0.0, -0.2, 1.8]],
  "mulliken_charge": [0.820, 0.040, -0.004, -0.199, -0.206, 0.659, 0.498, -0.546, -0.487, -1.219, 0.721, -1.128, -0.797, 0.420, 0.107, 0.389, 0.031, 0.279, 0.052, 0.439, -0.120, -0.394, 0.251, -0.976, -0.799, 0.354, 0.318, 0.323, 0.315, 0.405, 0.010, 0.389, 0.569, -0.665, 0.123, -0.772, -1.092, -0.022, 0.382, 0.105, 0.303, 0.333, 0.361, 0.355, 0.208, -0.702, 0.244, -0.933, -1.028, 0.335, 0.315, 0.316, 0.353, 0.354, 0.299, 0.291, 0.160, -0.665, 0.279, -0.497, -0.899, 0.354, 0.010, 0.353, -0.027, 0.359, 0.240, 0.327, 0.534, -0.702, 0.068, -0.930, -1.127, 0.094, 0.316, 0.344, 0.306, 0.393, 0.320, 0.352, 0.471, -0.569, 0.258, -1.061, -0.946, -0.026, 0.262, 0.355, 0.417, 0.364, 0.213, 0.339, 0.386, -0.679, 0.133, -0.601, -1.124, 0.224, 0.410, -0.173, 0.352, 0.341, 0.368, 0.350],
  "spin_multiplicity": 6,
  "s2": 8.755,
  "homo_energy_ev": [-8.236, -8.450],
  "relative_energy_kcal_mol": 158.6,
  "homo_lumo_gap_ev": [8.17, 8.12],
  "energy_ha": -4045.72197,
  "charge": 0
}